CH10NO2 | ωB97M-V/def2-TZVPD

The geometry in XYZ format:
```
14
Properties=species:S:1:pos:R:3:forces:R:3:mulliken_charge:R:1
C -0.431438 -2.398547 -0.635080 -0.3 -0.8 -1.1 -0.585
N 0.505664 1.965384 0.099018 -0.4 0.6 -0.7 -0.586
H -0.569422 -2.800587 -1.638945 0.0 0.2 0.0 0.320
H 0.317893 -3.006713 -0.122420 -0.2 0.2 0.5 0.321
H 0.150443 -1.408672 -0.729162 0.4 1.6 -0.5 0.136
H -1.392461 -2.149498 -0.196465 0.3 0.0 0.4 0.293
H -0.211886 2.632757 -0.186857 0.0 0.0 0.1 0.362
H 1.395313 2.426296 0.245941 0.3 0.0 0.0 0.321
H 0.464644 1.070848 -0.445883 0.2 -0.5 0.5 0.368
H 1.079422 -0.168837 -2.054543 0.0 0.2 0.0 0.391
O 0.340264 0.105576 -1.465022 -0.1 -1.4 0.7 -0.524
H -0.952857 1.491934 3.024654 0.0 0.0 0.0 0.362
H -0.180988 1.371114 1.670218 -0.1 0.0 0.2 0.408
O -0.514594 0.868945 2.434542 0.0 -0.1 0.0 -0.588
```
Positions in Å, forces in eV/Å.

Computed properties:
Frontier orbital gap ... 4.532 eV
M ... 68.1 Da
Energy relative to the best compared isomer or geometry (same formula, charge and spin) ... 814.5 kJ/mol
Spin multiplicity ... 1
Charge ... +1

C35H28N6O10S3Sn | ωB97M-V/def2-TZVPD

The geometry in XYZ format:
```
83
Properties=species:S:1:pos:R:3:forces:R:3:mulliken_charge:R:1
Sn -0.377829 -1.040129 0.846738 -0.6 0.5 0.5 1.039
O 4.412834 -0.354854 -5.161689 -0.1 0.0 0.0 -0.558
C 4.527997 -0.196077 -3.752571 0.0 -0.1 0.1 -0.676
C 3.227291 0.027384 -3.029856 0.1 0.2 -0.2 1.697
C 3.181394 0.851748 -1.920857 0.1 -0.1 0.0 -1.102
C 2.003152 0.954309 -1.206047 -0.2 0.1 0.1 -0.511
N 0.887042 0.290152 -1.507583 0.0 -0.5 -0.5 0.054
C 0.919078 -0.473539 -2.612318 0.4 0.3 0.1 0.244
C 2.055641 -0.601817 -3.404675 -0.1 0.0 0.1 -0.724
C -0.297620 -1.198632 -3.067119 -0.2 0.1 -0.2 -0.168
C -0.853711 -0.864167 -4.300656 -0.1 0.0 0.0 -0.525
C -1.971151 -1.555422 -4.747034 0.2 0.1 -0.1 0.657
C -2.614651 -1.210772 -6.068092 -0.1 0.0 0.0 -0.715
O -2.323628 0.098433 -6.529941 0.0 0.0 0.0 -0.549
C -2.448327 -2.591284 -3.957688 -0.1 0.0 0.1 -0.794
C -1.809446 -2.870361 -2.758820 0.0 0.1 -0.1 -0.674
N -0.766384 -2.178236 -2.313672 0.1 -0.1 0.3 -0.152
H 3.727544 -1.010253 -5.321233 0.0 0.0 -0.1 0.329
H 5.190599 0.655039 -3.593837 0.0 0.0 0.0 0.384
H 4.997222 -1.082366 -3.305499 0.0 0.1 0.0 0.215
H 4.065979 1.387644 -1.599887 0.0 0.0 0.1 0.331
H 1.930926 1.614293 -0.349834 0.1 -0.1 0.1 0.633
H 2.000330 -1.238236 -4.279551 0.0 -0.1 0.0 0.220
H -0.426164 -0.063320 -4.890112 0.0 0.0 0.0 0.607
H -3.698682 -1.360954 -6.000195 0.0 -0.1 0.0 0.355
H -2.234738 -1.876812 -6.847070 0.0 0.0 0.0 0.268
H -2.477324 0.712928 -5.804135 0.0 0.0 0.0 0.330
H -3.320214 -3.165117 -4.246745 0.0 0.0 0.0 0.421
H -2.150290 -3.674759 -2.124330 -0.1 0.0 0.2 0.451
O -3.128612 0.654304 3.654101 0.2 0.0 0.0 -0.699
C -1.983329 0.246507 3.456279 -0.2 0.1 0.0 0.597
O -1.665089 -0.795951 2.778476 0.3 -0.1 -0.4 -0.613
C -0.826163 0.935081 4.154309 0.0 -0.1 0.1 0.229
C -0.943982 1.144400 5.523796 0.0 0.0 0.0 -0.738
C 0.109090 1.638937 6.277569 -0.1 0.0 0.0 -0.503
C 1.309058 1.941262 5.646852 0.0 0.1 0.0 -0.542
C 1.423863 1.787892 4.275816 -0.1 -0.1 0.0 -0.827
C 0.363341 1.292710 3.505848 0.0 0.0 -0.1 0.553
S 0.571224 1.251212 1.758391 0.0 0.0 -0.2 -0.395
H -1.889413 0.904578 5.996501 0.0 0.0 0.0 0.393
H -0.013350 1.784095 7.345057 0.1 0.0 0.0 0.342
H 2.152297 2.304682 6.224407 0.0 0.0 0.0 0.334
H 2.345119 2.044874 3.767787 0.0 0.0 0.0 0.401
N -6.680562 -0.843404 5.654077 0.0 -0.1 0.0 -0.667
C -6.142074 -1.333502 4.451456 -0.1 -0.1 -0.1 1.170
C -6.848807 -1.188858 3.259838 0.1 0.0 0.1 -0.655
C -6.304185 -1.651854 2.075085 0.1 0.0 0.1 -0.436
C -5.067647 -2.276302 2.088654 0.0 0.0 -0.4 -0.459
C -4.377356 -2.470512 3.273893 0.0 0.1 -0.1 -0.393
C -4.920304 -2.002658 4.452802 0.0 0.0 0.0 -0.710
S -4.340679 -2.720895 0.532036 0.4 -0.1 -0.9 1.293
O -5.393891 -2.617998 -0.467147 -0.2 0.2 0.3 -0.750
O -3.738476 -4.027116 0.658112 0.0 0.1 0.3 -0.838
N -3.156738 -1.695775 0.226257 0.2 -0.5 0.3 -0.165
C -3.304646 -0.397285 0.014432 -0.4 0.4 -0.3 0.357
S -4.853110 0.451253 -0.048252 0.2 0.2 -0.1 -0.141
C -4.010921 1.931361 -0.376860 -0.3 0.0 0.0 -0.449
C -2.684271 1.705905 -0.420628 0.4 0.0 -0.1 -0.980
N -2.269299 0.418244 -0.215321 -0.5 -0.9 0.4 0.326
H -7.304878 -0.066038 5.506331 0.1 0.1 0.1 0.220
H -5.964170 -0.614396 6.326436 0.0 0.1 0.0 0.242
H -7.804457 -0.675558 3.261140 0.0 0.0 0.0 0.261
H -6.802487 -1.520946 1.125172 -0.1 0.0 0.0 0.551
H -3.406043 -2.940638 3.244988 0.1 0.0 0.1 0.384
H -4.375447 -2.101840 5.384269 0.0 0.0 0.0 0.239
H -4.550685 2.854160 -0.504349 0.1 0.1 0.0 0.403
H -1.924466 2.447883 -0.621783 0.0 0.1 0.1 0.415
O 3.079934 -2.607170 -0.960169 0.1 0.1 0.0 -0.753
C 3.041292 -1.966721 0.101921 -0.1 -0.1 -0.1 0.201
O 2.078149 -1.782397 0.887189 0.2 0.0 0.0 -0.628
C 4.349401 -1.296153 0.535659 0.1 0.0 -0.1 0.155
C 4.337820 -0.119147 1.280620 -0.1 -0.1 0.0 0.039
C 5.525298 0.487319 1.640893 0.3 0.2 0.1 -0.634
C 6.736056 -0.100334 1.278104 -0.8 -0.5 -0.3 0.077
C 6.760793 -1.280665 0.537631 0.2 0.2 0.1 -0.527
C 5.566419 -1.860699 0.160803 -0.1 0.0 0.0 -0.283
N 7.979376 0.505223 1.679377 0.6 0.4 0.2 0.982
O 9.024748 -0.079191 1.430406 -0.1 -0.1 -0.1 -0.644
O 7.949596 1.582098 2.254192 -0.1 0.0 0.0 -0.632
H 3.381142 0.310404 1.560860 0.0 0.0 0.0 0.363
H 5.539270 1.408457 2.205651 0.0 0.0 0.0 0.493
H 7.713026 -1.713790 0.268686 0.0 0.0 0.0 0.455
H 5.545944 -2.764449 -0.433885 0.0 0.0 0.0 0.498
```
Positions in Å, forces in eV/Å.

Computed properties:
Frontier orbital gap ... 5.705 eV
M ... 907.6 Da
Energy relative to the best compared isomer or geometry (same formula, charge and spin) ... 147.1 kJ/mol
Spin multiplicity ... 1
Charge ... -2

C6H24N12O6 | ωB97M-V/def2-TZVPD

The geometry in XYZ format:
```
48
Properties=species:S:1:pos:R:3:forces:R:3:mulliken_charge:R:1
C 4.340572 1.340537 -0.391293 -1.3 0.7 2.3 0.660
O 4.140495 0.740020 -1.428648 -0.4 -0.2 -0.3 -0.728
N 3.255140 1.749116 0.479156 2.0 -0.8 -1.2 -0.419
N 5.656148 1.621511 -0.036767 -0.5 0.2 -0.6 -0.453
H 3.431559 1.879764 1.474171 0.3 0.0 -0.5 0.204
H 2.382026 1.203731 0.398954 0.5 0.4 -0.2 0.237
H 6.189817 1.564204 -0.911451 0.1 0.2 1.0 0.274
H 5.930938 2.301433 0.671329 -0.4 -0.3 -0.5 0.213
C 3.696455 -2.626512 0.412197 -0.9 2.0 -0.5 0.652
O 3.203628 -2.066260 1.390294 0.0 0.1 0.2 -0.780
N 3.520404 -2.128326 -0.833332 0.5 0.5 -1.1 -0.380
N 4.416989 -3.720016 0.589797 0.2 -1.3 2.0 -0.415
H 3.987262 -2.593039 -1.614796 -0.2 0.4 0.5 0.208
H 3.539026 -1.096778 -0.868860 -0.2 -0.7 -0.3 0.215
H 4.822716 -4.375147 -0.008610 0.4 -0.4 -1.6 0.177
H 4.128072 -4.101098 1.464165 0.4 -0.5 0.7 0.256
C -5.406328 0.116787 0.559715 1.2 -1.1 0.2 0.630
O -4.945789 -0.942289 1.036926 -0.9 1.5 -1.0 -0.611
N -5.357035 0.420567 -0.792927 -0.3 0.8 0.3 -0.491
N -5.971700 1.079433 1.316418 -0.2 0.0 0.6 -0.421
H -4.713998 -0.130785 -1.301210 0.6 -0.7 -0.4 0.249
H -5.308103 1.400721 -1.083644 -0.2 -0.6 0.4 0.262
H -6.243107 1.970005 0.946132 -0.1 0.0 0.0 0.163
H -6.037456 0.914560 2.307175 0.0 0.1 -0.1 0.228
C 0.065542 0.165895 1.047725 2.0 0.4 -0.9 0.651
O 0.791655 1.182902 1.225740 -1.3 -0.8 0.7 -0.848
N 0.613793 -1.028627 0.896983 1.8 0.4 0.6 -0.177
N -1.252197 0.297155 0.863199 -2.1 0.6 0.0 -0.182
H 0.117851 -1.846385 0.589849 0.0 -0.1 0.2 0.350
H 1.618480 -1.002880 1.166182 -0.9 -1.0 -0.7 0.098
H -1.848687 -0.475155 0.590078 0.5 -0.1 0.4 0.044
H -1.628276 0.911231 1.561484 -0.5 0.4 -0.2 0.244
C -2.551784 -2.776222 -0.647081 -1.4 -1.1 0.7 0.512
O -1.519216 -2.563356 -0.058018 0.8 -0.3 0.6 -0.725
N -2.741311 -2.255336 -1.887268 -0.3 0.1 1.0 -0.377
N -3.573751 -3.626027 -0.108448 1.1 1.3 -2.0 -0.517
H -3.515481 -2.611309 -2.381646 -0.5 -0.3 -1.0 0.228
H -1.881964 -1.996646 -2.330230 0.0 0.2 -0.4 0.239
H -3.238723 -4.087761 0.697504 0.1 -0.1 1.0 0.257
H -4.511950 -3.259701 -0.068267 0.0 0.1 0.1 0.247
C 0.078446 4.169026 -0.882192 1.7 0.6 1.2 0.398
O -0.339736 5.033383 -1.609570 -0.5 0.7 -0.8 -0.637
N -0.595543 2.998706 -0.685521 0.4 0.9 -0.6 -0.290
N 1.280121 4.354673 -0.111676 -0.5 -1.5 -0.3 -0.442
H -0.382869 2.332356 0.026666 0.3 -0.3 0.3 0.320
H -1.430850 2.978857 -1.237566 -0.2 -0.4 0.2 0.139
H 1.954898 5.073331 -0.331633 -0.9 0.6 -0.6 0.261
H 1.833812 3.509745 -0.101187 -0.1 -0.5 0.5 0.279
```
Positions in Å, forces in eV/Å.

Computed properties:
Frontier orbital gap ... 9.202 eV
M ... 360.3 Da
Energy relative to the best compared isomer or geometry (same formula, charge and spin) ... 128.5 kJ/mol
Structure (SMILES) ... NC(N)=O.NC(N)=O.NC(N)=O.NC(N)=O.NC(N)=O.NC(N)=O
Spin multiplicity ... 1

C23H34AsIrN3O5S | ωB97M-V/def2-TZVPD

The geometry in XYZ format:
```
68
Properties=species:S:1:pos:R:3:forces:R:3:mulliken_spin:R:1
Ir 0.223399 0.217793 -0.384271 -0.5 1.3 -3.3 -0.001
C 1.409042 -1.034327 2.143660 0.7 0.6 0.6 0.000
C 0.802416 0.136276 2.920525 0.5 -0.6 0.5 -0.001
O 0.228406 1.089896 2.015326 0.2 -0.6 -0.5 0.018
C -1.096856 1.512372 2.342602 -0.7 0.0 0.0 0.002
C -2.143518 0.557076 1.772202 0.4 0.2 1.0 0.000
O -2.016397 0.627195 0.349718 2.0 0.3 -0.7 -0.001
C -2.956467 -0.115275 -0.414703 -0.2 -1.0 -0.7 0.000
C -2.635980 -1.617583 -0.436526 -0.9 0.4 0.2 0.000
O -1.244614 -1.827460 -0.692030 1.2 1.3 -0.1 -0.004
C -0.708839 -3.036276 -0.154503 0.5 -0.8 0.5 0.000
C 0.572327 -2.751524 0.654925 0.2 -0.8 -0.9 0.000
O 0.393754 -1.497185 1.272751 -0.8 1.2 -0.3 0.001
H 1.730916 -1.829871 2.824930 -0.1 0.2 0.0 0.000
H 2.273104 -0.697620 1.550923 -0.1 -0.2 0.1 0.001
H 1.592627 0.629763 3.498271 -0.2 -0.1 0.0 -0.001
H 0.040954 -0.244625 3.606712 0.0 0.1 -0.1 0.000
H -1.229452 2.496823 1.884272 0.0 -0.1 0.1 -0.003
H -1.219720 1.602717 3.428122 0.1 0.0 -0.2 -0.003
H -3.148494 0.877373 2.071539 0.1 0.0 -0.2 0.000
H -1.964857 -0.458936 2.146120 -0.1 0.1 -0.2 0.000
H -2.905704 0.297674 -1.425236 -0.1 0.0 0.1 0.000
H -3.969688 0.023593 -0.015624 0.2 0.1 -0.1 0.000
H -3.231257 -2.083913 -1.233004 0.1 0.0 0.1 0.000
H -2.930120 -2.090646 0.505941 0.2 0.1 0.0 0.000
H -0.484310 -3.726771 -0.974925 -0.1 0.1 0.1 0.000
H -1.446505 -3.513343 0.497852 0.0 0.2 -0.1 0.000
H 1.460208 -2.721848 0.004163 -0.2 0.1 0.2 0.000
H 0.717739 -3.540295 1.405203 -0.1 0.2 -0.1 0.000
N 0.956327 4.320596 -2.231574 -0.1 -0.2 -0.1 0.163
C 1.529191 5.264266 -1.392811 0.2 0.5 0.2 0.192
C 1.798835 6.546019 -1.862323 0.0 0.0 0.0 -0.049
C 2.369639 7.488702 -1.020449 -0.2 -0.3 -0.3 0.104
C 2.661729 7.168325 0.310366 -0.1 -0.4 0.4 0.085
C 2.401818 5.895815 0.797856 0.2 0.3 0.0 -0.028
C 1.855058 4.938313 -0.050481 -0.4 -0.9 0.0 0.139
S 1.526371 3.326015 0.562032 0.4 1.1 0.1 0.367
N 0.846817 2.546034 -0.718081 -0.4 -2.0 0.1 0.118
C 0.650344 3.049482 -1.915798 0.1 0.1 0.2 -0.048
C 0.092535 2.155129 -2.948272 -0.1 0.3 -0.6 -0.017
C -0.173305 2.560004 -4.259109 0.1 -0.2 0.6 -0.005
C -0.654869 1.635857 -5.178806 -0.1 -0.2 0.0 0.003
C -0.858754 0.329216 -4.769555 0.2 0.3 0.2 -0.005
C -0.578748 0.002394 -3.446405 -0.2 -0.6 -0.3 -0.002
N -0.126195 0.881598 -2.569177 0.3 -0.7 2.4 -0.004
H 0.738865 4.662005 -3.165010 0.0 -0.2 0.2 -0.021
H 1.558475 6.815885 -2.880577 0.0 0.0 -0.1 0.000
H 2.586665 8.477881 -1.400072 0.0 0.0 0.0 0.001
H 3.082539 7.920173 0.962562 0.0 0.0 0.1 0.002
H 2.623965 5.639982 1.823871 0.0 0.0 0.1 -0.002
H -0.019953 3.573715 -4.598133 0.0 0.1 0.1 0.000
H -0.871963 1.944931 -6.192555 0.0 0.0 0.0 0.000
H -1.216986 -0.433285 -5.443568 -0.1 -0.1 -0.1 0.000
H -0.727615 -1.006417 -3.085661 0.0 0.0 0.1 -0.001
C 3.161795 -1.812453 -3.458977 0.2 0.2 0.4 0.000
As 3.676793 -0.835551 -1.862029 0.5 0.3 -0.9 0.000
C 4.989918 -1.857959 -0.876001 -0.3 0.1 0.0 0.000
C 4.459613 0.872589 -2.370399 -0.1 -0.5 0.1 0.000
O 2.318558 -0.561108 -0.882519 -2.5 0.8 1.3 -0.002
H 4.061562 -1.999647 -4.048256 0.0 0.0 0.0 0.000
H 2.458561 -1.232100 -4.056964 0.1 0.0 0.1 0.000
H 2.718609 -2.766874 -3.168949 0.1 0.1 0.0 0.000
H 5.877804 -1.936571 -1.505885 0.0 0.0 -0.1 0.000
H 4.618958 -2.861572 -0.660433 -0.1 0.1 -0.1 0.000
H 5.265229 -1.354236 0.050898 -0.1 0.1 -0.1 0.000
H 5.378671 0.656376 -2.916019 0.0 0.0 0.0 0.000
H 4.701232 1.448858 -1.475730 0.0 -0.1 0.0 0.000
H 3.790778 1.431619 -3.022577 -0.1 -0.1 0.0 0.000
```
Positions in Å, forces in eV/Å.

Computed properties:
Frontier orbital gap (alpha / beta) ... 5.998 / 6.495 eV
⟨S²⟩ ... 0.769
M ... 731.7 Da
Energy relative to the best compared isomer or geometry (same formula, charge and spin) ... 0.0 kJ/mol
Spin multiplicity ... 2
Charge ... +4